Here is a structure of composition C19H26AsN8S6Tl from the Open Molecules 2025 dataset. Energies are from ωB97M-V/def2-TZVPD.

The electronic energy is -5975.12277 hartree. The orbital gap is 4.7909 eV. The lowest unoccupied orbital energy is 4.1 eV.

```
! wB97M-V def2-TZVPD RIJCOSX def2/J DEFGRID3
* xyz -2 1
Tl 0.685 0.746 1.798
N -1.964 3.517 3.976
C -1.891 2.296 3.340
S -1.239 0.978 4.191
N -2.409 2.319 2.110
N -2.061 1.257 1.377
C -2.625 1.122 0.223
C -3.639 2.081 -0.296
C -4.934 1.671 -0.587
C -5.869 2.566 -1.091
C -5.510 3.887 -1.312
C -4.215 4.305 -1.023
C -3.286 3.413 -0.515
C -2.184 0.027 -0.659
C -2.519 0.044 -2.022
C -2.117 -0.996 -2.833
C -1.373 -2.033 -2.289
C -1.063 -1.955 -0.938
N -1.460 -0.976 -0.137
H -1.290 3.595 4.721
H -1.958 4.287 3.321
H -5.211 0.636 -0.414
H -6.877 2.231 -1.308
H -6.236 4.590 -1.705
H -3.928 5.335 -1.192
H -2.275 3.726 -0.284
H -3.074 0.878 -2.428
H -2.365 -0.987 -3.889
H -1.026 -2.866 -2.886
H -0.457 -2.728 -0.478
S 2.133 2.932 3.187
S 1.995 4.549 1.906
S 2.062 3.795 0.000
S 0.287 2.773 -0.272
C 4.258 -4.447 0.937
C 3.528 -4.261 2.211
N 3.886 -4.715 3.376
N 2.875 -4.308 4.211
C 1.920 -3.569 3.598
S 0.545 -2.846 4.160
N 2.364 -3.560 2.296
N 1.652 -3.060 1.204
H 5.047 -5.181 1.082
H 4.700 -3.508 0.602
H 3.569 -4.779 0.161
H 2.924 -4.467 5.199
H 1.972 -2.108 1.015
H 0.700 -2.923 1.556
C 3.254 -1.843 -3.041
As 2.451 -0.621 -1.710
C 3.994 0.570 -1.524
C 1.449 0.467 -2.987
H 3.710 -1.275 -3.855
H 2.478 -2.492 -3.450
H 4.012 -2.469 -2.569
H 4.415 0.812 -2.501
H 4.757 0.095 -0.904
H 3.665 1.481 -1.023
H 2.100 0.789 -3.803
H 1.048 1.330 -2.454
H 0.622 -0.122 -3.382
*
```



Here is a cluster of 15 separate species, C60H90O45 in total at a distorted geometry from the Open Molecules 2025 dataset. Energies are from ωB97M-V/def2-TZVPD.

The electronic energy is -5726.08163 hartree. Its relative energy (zero: lowest compared OMol25 entry of this formula, charge and spin) is 9.236 eV. The orbital gap is 10.0151 eV. The lowest unoccupied orbital energy is -0.3 eV.

```
! wB97M-V def2-TZVPD RIJCOSX def2/J DEFGRID3
* xyz 0 1
C -6.001 1.519 -0.295
C -7.135 2.360 -0.890
C -7.467 3.670 -0.170
O -7.403 4.731 -1.057
C -6.963 4.214 -2.200
O -6.725 4.880 -3.229
O -6.726 2.906 -2.076
H -5.973 0.571 -0.832
H -6.174 1.298 0.758
H -5.049 2.050 -0.309
H -8.057 1.792 -1.017
H -6.662 3.820 0.549
H -8.320 3.696 0.508
C -4.920 0.614 5.944
C -5.908 -0.529 6.252
C -5.533 -1.487 7.383
O -6.660 -1.417 8.206
C -7.559 -0.538 7.793
O -8.567 -0.168 8.430
O -7.103 0.122 6.695
H -4.076 0.301 5.330
H -4.507 1.110 6.823
H -5.372 1.375 5.308
H -6.042 -1.148 5.365
H -4.663 -1.113 7.924
H -5.297 -2.424 6.878
C -4.707 -5.122 -2.392
C -5.535 -5.511 -1.162
C -5.115 -6.806 -0.561
O -4.774 -6.409 0.799
C -4.606 -5.145 0.894
O -4.264 -4.573 1.952
O -4.957 -4.562 -0.274
H -3.635 -5.251 -2.240
H -4.877 -4.104 -2.743
H -5.072 -5.686 -3.250
H -6.612 -5.355 -1.222
H -4.240 -7.202 -1.077
H -5.934 -7.525 -0.574
C -1.509 -3.631 -6.829
C 0.021 -3.469 -6.923
C 0.879 -4.024 -5.740
O 1.807 -4.899 -6.394
C 1.558 -5.006 -7.718
O 2.207 -5.637 -8.525
O 0.506 -4.207 -8.037
H -1.990 -2.880 -6.201
H -1.818 -4.621 -6.496
H -1.968 -3.501 -7.809
H 0.205 -2.409 -7.094
H 0.227 -4.561 -5.052
H 1.524 -3.290 -5.256
C -0.910 6.626 -2.406
C -0.949 8.117 -2.515
C -1.567 8.848 -1.301
O -0.547 9.830 -0.976
C 0.520 9.665 -1.750
O 1.518 10.333 -1.818
O 0.395 8.572 -2.518
H -0.494 6.251 -1.471
H -0.251 6.140 -3.125
H -1.936 6.296 -2.567
H -1.365 8.351 -3.495
H -1.678 8.124 -0.494
H -2.523 9.307 -1.552
C 3.998 4.442 -5.273
C 3.541 2.977 -5.239
C 4.407 1.949 -5.965
O 4.397 0.811 -5.146
C 4.076 1.240 -3.903
O 4.144 0.533 -2.892
O 3.758 2.497 -3.932
H 3.850 4.946 -6.228
H 5.019 4.556 -4.908
H 3.418 5.040 -4.570
H 2.485 2.868 -5.486
H 5.390 2.395 -6.118
H 3.910 1.903 -6.934
C 0.615 -8.610 0.278
C 0.866 -9.167 -1.102
C 0.213 -10.504 -1.409
O -0.316 -10.313 -2.711
C -0.374 -9.001 -2.937
O -1.060 -8.526 -3.794
O 0.344 -8.284 -2.082
H -0.399 -8.317 0.553
H 1.173 -7.695 0.475
H 0.925 -9.326 1.040
H 1.924 -9.267 -1.347
H -0.539 -10.789 -0.673
H 1.003 -11.254 -1.428
C 5.492 -5.591 -2.998
C 6.797 -5.555 -3.887
C 6.716 -4.625 -5.097
O 7.941 -3.930 -5.106
C 8.551 -4.076 -3.859
O 9.495 -3.475 -3.462
O 7.902 -4.977 -3.170
H 5.702 -6.197 -2.116
H 4.683 -6.091 -3.530
H 5.180 -4.595 -2.682
H 7.136 -6.557 -4.147
H 5.880 -3.929 -5.031
H 6.746 -5.249 -5.990
C 6.054 -2.581 1.811
C 5.438 -1.314 2.443
C 5.176 -1.372 3.926
O 5.637 -0.181 4.471
C 6.476 0.397 3.584
O 7.175 1.279 3.927
O 6.434 -0.234 2.422
H 6.389 -2.362 0.798
H 5.359 -3.414 1.700
H 6.911 -2.964 2.365
H 4.515 -0.972 1.975
H 5.698 -2.220 4.369
H 4.119 -1.463 4.174
C -6.633 7.137 5.048
C -5.361 7.747 4.406
C -4.157 7.822 5.306
O -3.260 6.966 4.671
C -3.745 6.448 3.538
O -3.239 5.549 2.895
O -5.000 6.832 3.441
H -7.380 6.882 4.297
H -7.092 7.764 5.812
H -6.423 6.176 5.519
H -5.523 8.764 4.048
H -4.390 7.311 6.240
H -3.762 8.828 5.447
C 0.245 -2.539 0.123
C -0.775 -1.359 -0.094
C -0.235 0.061 0.148
O -0.438 0.690 -1.115
C -0.909 -0.129 -1.991
O -1.063 0.083 -3.200
O -1.113 -1.360 -1.467
H -0.258 -3.459 -0.173
H 0.547 -2.524 1.170
H 1.168 -2.430 -0.448
H -1.661 -1.544 0.514
H 0.802 0.127 0.474
H -0.752 0.545 0.976
C 5.159 -10.451 7.001
C 5.213 -8.859 6.994
C 6.316 -8.271 6.193
O 5.733 -7.459 5.222
C 4.436 -7.318 5.405
O 3.725 -6.578 4.776
O 4.103 -8.303 6.318
H 6.021 -10.870 7.521
H 5.229 -10.841 5.985
H 4.184 -10.696 7.421
H 5.205 -8.432 7.997
H 6.911 -9.126 5.874
H 7.024 -7.781 6.861
C 2.410 6.127 1.695
C 3.974 6.115 1.689
C 4.564 5.128 0.659
O 5.374 5.987 -0.067
C 5.363 7.247 0.397
O 5.991 8.220 -0.101
O 4.498 7.360 1.381
H 2.062 6.828 0.937
H 1.988 6.250 2.693
H 1.974 5.168 1.415
H 4.219 5.849 2.717
H 3.760 4.571 0.177
H 5.148 4.396 1.216
C -0.247 2.929 9.750
C -0.387 3.497 8.336
C 0.709 4.494 7.884
O 1.291 3.896 6.730
C 0.677 2.692 6.545
O 0.953 1.925 5.629
O -0.131 2.431 7.452
H 0.733 2.478 9.909
H -0.931 2.099 9.926
H -0.484 3.625 10.554
H -1.258 4.126 8.151
H 1.484 4.685 8.627
H 0.281 5.478 7.694
C -2.090 4.544 -7.635
C -2.265 5.181 -9.047
C -2.934 4.279 -10.031
O -3.686 5.174 -10.849
C -3.929 6.278 -10.126
O -4.713 7.185 -10.348
O -3.232 6.219 -8.986
H -1.479 5.229 -7.047
H -1.571 3.599 -7.797
H -3.046 4.350 -7.148
H -1.296 5.543 -9.391
H -3.535 3.530 -9.515
H -2.131 3.749 -10.543
*
```



Here is a structure of composition C27H29AgAsClN2O3 at a distorted geometry from the Open Molecules 2025 dataset. Energies are from ωB97M-V/def2-TZVPD.

The electronic energy is -4224.43578 hartree. Its relative energy (zero: lowest compared OMol25 entry of this formula, charge and spin) is 0.000 eV. The orbital gap is 8.3038 eV. The lowest unoccupied orbital energy is 0.4 eV.

```
! wB97M-V def2-TZVPD RIJCOSX def2/J DEFGRID3
* xyz 0 1
Ag -5.224 10.955 13.961
N -9.872 12.748 12.836
C -9.145 13.664 13.530
C -9.655 14.400 14.557
C -8.839 15.302 15.284
C -7.525 15.507 14.919
C -6.952 14.717 13.889
C -5.577 14.814 13.454
C -5.168 14.071 12.392
C -6.069 13.202 11.734
N -7.274 13.046 12.155
C -7.730 13.802 13.224
H -10.872 12.803 12.832
H -9.464 12.249 12.066
H -10.688 14.271 14.833
H -9.251 15.856 16.076
H -6.962 16.230 15.507
H -4.811 15.408 13.956
H -4.156 14.100 12.055
H -5.730 12.557 10.887
C -5.834 9.768 17.331
As -6.192 11.287 16.182
C -8.061 11.542 16.407
C -5.382 12.797 17.155
C -5.616 12.797 18.625
C -6.832 13.202 19.229
C -6.962 13.148 20.601
C -5.935 12.677 21.408
C -4.765 12.177 20.787
C -4.643 12.278 19.408
H -6.127 10.003 18.341
H -4.706 9.753 17.381
H -6.317 8.839 17.012
H -8.373 11.355 17.411
H -8.634 10.845 15.816
H -8.367 12.519 16.050
H -5.815 13.752 16.753
H -4.278 12.692 16.910
H -7.673 13.530 18.608
H -7.887 13.299 21.116
H -6.055 12.734 22.462
H -3.966 11.772 21.437
H -3.644 12.028 18.991
C -1.322 8.116 11.344
C -2.673 7.583 10.915
C -3.125 6.332 11.375
C -4.380 5.875 11.092
Cl -4.878 4.284 11.606
C -5.270 6.633 10.363
C -4.854 7.868 9.897
C -3.571 8.314 10.121
O -3.340 9.569 9.529
C -2.988 10.660 10.399
C -3.777 10.687 11.680
O -4.841 10.075 11.780
O -3.315 11.403 12.610
H -0.633 7.356 11.621
H -1.540 8.770 12.180
H -0.808 8.651 10.546
H -2.367 5.841 11.984
H -6.289 6.187 10.149
H -5.504 8.541 9.324
H -3.156 11.586 9.809
H -2.003 10.596 10.750
*
```



Here is a structure of composition C17H25Cl5N5PPdS from the Open Molecules 2025 dataset. Energies are from ωB97M-V/def2-TZVPD.

The electronic energy is -4104.39164 hartree. The orbital gap (spin up / spin down) is 8.6257 / 5.9340 eV. The lowest unoccupied orbital energy (spin up / spin down) is -5.2 / -7.9 eV. The expectation value of S² is 2.007.

```
! wB97M-V def2-TZVPD RIJCOSX def2/J DEFGRID3
* xyz 2 3
Pd -0.366 -1.154 -0.394
Cl -1.889 -1.435 2.953
C -2.462 -2.437 1.659
C -1.958 -2.255 0.390
C -2.414 -3.050 -0.637
Cl -1.651 -2.749 -2.190
C -3.372 -4.031 -0.459
Cl -3.912 -4.972 -1.776
C -3.873 -4.217 0.834
Cl -5.064 -5.407 1.110
C -3.405 -3.438 1.899
Cl -3.971 -3.715 3.485
C -3.591 2.863 -0.751
N -3.047 2.434 0.622
C -2.062 3.503 1.118
N -1.040 3.721 0.152
C -1.618 4.127 -1.131
N -2.518 3.099 -1.655
C -1.808 1.895 -2.087
P -0.921 1.108 -0.652
C -2.371 1.100 0.519
C -0.083 2.622 0.026
H -4.164 3.774 -0.589
H -4.246 2.069 -1.100
H -3.825 2.368 1.282
H -1.655 3.152 2.064
H -2.641 4.411 1.280
H -0.820 4.313 -1.847
H -2.178 5.051 -0.991
H -1.085 2.167 -2.856
H -2.498 1.173 -2.525
H -2.039 0.783 1.505
H -3.092 0.366 0.161
H 0.722 2.927 -0.642
H 0.360 2.383 0.994
C 4.883 -2.832 -1.609
C 3.778 -1.902 -2.100
N 2.680 -1.725 -1.132
C 2.772 -1.015 0.005
S 1.485 -1.077 1.177
N 3.842 -0.267 0.202
C 4.110 0.578 1.380
C 4.744 -0.206 2.519
H 5.675 -2.890 -2.355
H 4.496 -3.840 -1.453
H 5.329 -2.497 -0.671
H 3.325 -2.311 -3.000
H 4.163 -0.917 -2.370
H 2.025 -2.488 -1.086
H 4.605 -0.362 -0.451
H 3.168 1.017 1.697
H 4.769 1.376 1.045
H 4.085 -1.011 2.847
H 4.923 0.455 3.366
H 5.700 -0.636 2.216
*
```



Here is the molecule C6H10 at a distorted geometry from the Open Molecules 2025 dataset. Energies are from ωB97M-V/def2-TZVPD.

The electronic energy is -234.54057 hartree. As for the SMILES: C=CC/C=C/C. Its relative energy (zero: lowest compared OMol25 entry of this formula, charge and spin) is 1.685 eV. The orbital gap is 10.1630 eV. The lowest unoccupied orbital energy is 1.2 eV.

```
! wB97M-V def2-TZVPD RIJCOSX def2/J DEFGRID3
* xyz 0 1
C -0.751 -1.410 -1.910
C -0.600 -1.529 -0.587
C 0.633 -1.254 0.200
C 0.550 0.082 0.967
C 0.354 1.235 0.306
C -0.163 2.481 0.956
H -1.706 -1.194 -2.367
H 0.120 -1.228 -2.536
H -1.537 -1.382 -0.042
H 0.787 -1.942 1.020
H 1.537 -1.311 -0.413
H 0.821 0.120 2.015
H 0.485 1.309 -0.771
H 0.493 3.303 0.639
H -1.151 2.726 0.558
H -0.175 2.518 2.045
*
```



Here is a structure of composition C51H41LuNO5PS at a distorted geometry from the Open Molecules 2025 dataset. Energies are from ωB97M-V/def2-TZVPD.

The electronic energy is -4374.25004 hartree. The orbital gap is 8.5922 eV. The lowest unoccupied orbital energy is 0.3 eV.

```
! wB97M-V def2-TZVPD RIJCOSX def2/J DEFGRID3
* xyz 0 1
Lu -8.984 -3.664 19.608
O -8.859 -2.884 17.668
C -7.713 -2.365 17.015
C -6.602 -2.048 18.068
C -7.032 -1.045 19.116
C -6.515 0.203 19.130
C -6.891 1.160 20.097
C -7.845 0.754 20.987
C -8.267 -0.590 20.972
C -9.206 -1.093 22.038
C -10.609 -1.490 21.486
O -10.546 -2.561 20.610
C -11.506 -1.807 22.644
C -12.777 -2.230 22.309
C -13.788 -2.448 23.224
C -13.599 -2.104 24.542
C -12.339 -1.649 24.907
C -11.276 -1.509 23.992
C -11.187 -0.214 20.821
C -11.435 0.963 21.552
C -11.974 2.021 20.915
C -12.262 2.068 19.578
C -11.989 0.910 18.843
C -11.498 -0.233 19.454
N -7.933 -1.451 20.018
C -8.089 -1.052 16.381
C -9.280 -0.398 16.644
C -9.498 0.808 15.973
C -8.647 1.388 15.069
C -7.477 0.727 14.786
C -7.207 -0.477 15.443
C -7.218 -3.312 15.916
C -8.011 -3.469 14.768
C -7.589 -4.283 13.743
C -6.438 -5.033 13.838
C -5.700 -4.955 15.021
C -6.072 -4.106 16.058
H -5.695 -1.618 17.598
H -6.202 -2.979 18.479
H -5.842 0.469 18.334
H -6.452 2.146 20.061
H -8.231 1.447 21.738
H -9.355 -0.236 22.730
H -8.801 -1.921 22.518
H -12.995 -2.387 21.287
H -14.773 -2.793 22.955
H -14.372 -2.147 25.313
H -12.143 -1.395 25.972
H -10.268 -1.201 24.354
H -11.360 0.908 22.659
H -12.149 2.929 21.469
H -12.603 3.028 19.124
H -12.267 0.773 17.786
H -11.301 -1.145 18.899
H -10.041 -0.772 17.292
H -10.491 1.260 16.183
H -8.892 2.292 14.595
H -6.793 0.999 14.019
H -6.316 -1.043 15.132
H -8.958 -2.929 14.734
H -8.215 -4.348 12.875
H -6.127 -5.718 13.024
H -4.791 -5.494 15.061
H -5.494 -4.141 17.031
O -7.593 -5.475 18.658
S -6.626 -5.559 19.786
O -5.224 -5.568 19.503
O -7.059 -4.446 20.669
C -6.984 -7.116 20.580
C -5.971 -8.085 20.644
C -6.133 -9.272 21.374
C -7.395 -9.504 21.951
C -8.418 -8.603 21.781
C -8.223 -7.386 21.132
P -9.675 -6.198 21.142
C -11.150 -7.260 20.786
C -12.127 -7.695 21.694
C -13.218 -8.435 21.268
C -13.395 -8.670 19.899
C -12.429 -8.278 18.964
C -11.282 -7.617 19.432
C -9.761 -5.761 22.874
C -8.619 -5.902 23.682
C -8.695 -5.613 25.065
C -9.870 -5.104 25.641
C -10.977 -4.902 24.788
C -10.930 -5.144 23.428
H -5.023 -7.880 20.094
H -5.338 -9.998 21.496
H -7.511 -10.491 22.413
H -9.391 -8.829 22.176
H -12.055 -7.421 22.764
H -13.923 -8.793 22.021
H -14.231 -9.274 19.604
H -12.635 -8.487 17.891
H -10.530 -7.304 18.706
H -7.678 -6.206 23.274
H -7.762 -5.729 25.619
H -10.025 -4.807 26.658
H -11.861 -4.466 25.210
H -11.823 -5.009 22.878
*
```



- Number 4 is which compound?
  C17H25Cl5N5PPdS